# 1
The following is a DFT calculation (ωB97M-V/def2-TZVPD) of C20H27IrO4S6 as an isolated structure.

Geometry as XYZ:
```
58
C20H27IrO4S6, DFT ωB97M-V/def2-TZVPD
Ir -11.94246 -2.07835 14.81847
C -14.31460 -0.21304 13.03177
C -14.03050 -1.34223 12.08917
S -13.20932 -2.79872 12.96671
C -14.57474 -3.83755 13.71172
C -15.07582 -3.39279 15.05566
S -13.66966 -2.81575 16.16368
C -14.51114 -1.39248 16.91503
C -13.67879 -0.68918 17.97946
S -11.98539 -0.21443 17.50173
C -12.23270 1.32468 16.57664
C -13.29235 1.25768 15.46385
S -12.83846 -0.02479 14.17402
H -15.26776 -0.34749 13.53284
H -14.37146 0.77751 12.52713
H -13.30693 -1.07976 11.31236
H -14.92034 -1.79076 11.64686
H -14.07963 -4.81249 13.73595
H -15.30425 -3.96537 12.93007
H -15.63085 -4.16431 15.62924
H -15.74193 -2.52360 15.00793
H -15.48518 -1.75761 17.31286
H -14.74137 -0.69264 16.11771
H -13.54473 -1.28503 18.87126
H -14.19350 0.21833 18.25620
H -11.30261 1.64195 16.16269
H -12.56329 2.05837 17.33211
H -13.33316 2.22674 14.96458
H -14.31603 1.05321 15.77592
C -10.49140 -6.19599 16.91226
C -10.40052 -4.76734 16.36613
S -10.94626 -4.43319 14.82895
C -9.86169 -3.64925 17.04855
C -8.59146 -3.68238 17.92639
S -10.08189 -2.06874 16.45863
H -11.11728 -6.78535 16.28011
H -10.89967 -6.24693 17.89592
H -9.48903 -6.60154 17.01033
H -8.84112 -3.37659 18.95482
H -7.98450 -2.84472 17.58856
H -8.10416 -4.64323 17.95961
O -9.43670 0.78703 14.69671
C -9.55284 -0.07486 13.82027
O -10.39628 -1.12112 13.77862
C -8.62292 -0.08547 12.62162
C -7.69622 0.95730 12.41367
C -6.93355 1.06614 11.22615
C -7.10665 0.10053 10.22125
O -6.52367 -0.12843 8.98487
C -7.10284 -1.39005 8.54441
O -7.93749 -1.91171 9.59212
C -7.92456 -0.97256 10.56944
C -8.66961 -1.15145 11.71377
H -7.59173 1.72048 13.18679
H -6.18165 1.87758 11.17322
H -6.25431 -2.12143 8.37931
H -7.66860 -1.25555 7.63232
H -9.26989 -2.06137 11.85480
```

Computed properties:
Energy relative to the best compared isomer or geometry (same formula, charge and spin) in kcal per mole: 41.0
Total charge: +1
Multiplicity: 6
⟨S²⟩: 8.80
HOMO energy (spin up / spin down) in eV: -7.49 / -9.30

Atom charges from the Mulliken analysis, given in e for atoms 1 to 5: 0.575, -0.732, -0.756, -0.063, -0.953

---

# 2
The following is a DFT calculation (ωB97M-V/def2-TZVPD) of a 2-piece molecular cluster, C4H11NO2 overall.

Geometry as XYZ:
```
18
C4H11NO2, DFT ωB97M-V/def2-TZVPD
C -0.31434 2.65287 -0.03727
C -0.86249 1.43146 -0.83080
N -0.12300 0.15119 -0.53554
C 0.34583 -0.72854 -1.60152
C 1.47763 -1.49698 -1.39178
O 1.95577 -2.12987 -2.38203
H 0.63018 2.92870 -0.54979
H -0.07883 2.49622 0.99705
H -0.98265 3.59396 -0.21917
H -0.85490 1.66161 -1.91397
H -1.91858 1.25049 -0.46452
H 0.46950 0.13246 0.36195
H -0.50803 -1.55795 -1.77420
H 0.26623 -0.14389 -2.55799
H 1.91480 -1.51729 -0.29520
O -0.57674 -3.14956 4.61680
H -0.66425 -3.11231 3.55363
H -0.17612 -2.46255 5.02436
```

Computed properties:
Energy relative to the best compared isomer or geometry (same formula, charge and spin) in kcal per mole: 80.3
Multiplicity: 1
HOMO energy in eV: -8.72
SMILES: CCNCC=O.O

Atom charges from the Mulliken analysis, given in e for atoms 1 to 5: -1.119, -0.325, -0.223, -0.084, -0.045

---

# 3
The following is a DFT calculation (ωB97M-V/def2-TZVPD) of a 4-piece molecular cluster, C5H17NO2 overall.

Geometry as XYZ:
```
25
C5H17NO2, DFT ωB97M-V/def2-TZVPD
C 0.48764 0.59776 1.51653
C -0.07781 -0.08428 0.26164
C -1.56935 0.13127 0.20171
C -2.20803 -0.83919 -0.82696
C -2.06540 -2.29025 -0.44099
N 0.52130 0.26747 -1.01654
H -0.06710 0.40554 2.46048
H 1.61222 0.45877 1.54196
H 0.42153 1.69003 1.31258
H 0.18646 -1.18034 0.44699
H -1.99918 -0.10777 1.29842
H -1.79731 1.19294 -0.00354
H -3.26619 -0.57443 -0.93908
H -1.69262 -0.64105 -1.75826
H -2.71481 -2.68500 0.34681
H -2.02026 -2.90046 -1.35101
H -1.16116 -2.41909 0.16345
H 0.37046 1.26433 -1.24960
H 1.56809 0.38391 -0.77817
H 2.29630 2.78322 -1.62204
H 2.44294 2.05751 -0.32812
O 1.95100 2.83056 -0.72917
H 3.70371 0.54774 0.85978
H 1.97137 -1.22645 0.46219
O 3.10623 0.33724 0.17092
```

Computed properties:
Energy relative to the best compared isomer or geometry (same formula, charge and spin) in kcal per mole: 147.7
Multiplicity: 1
HOMO energy in eV: -9.32

Atom charges from the Mulliken analysis, given in e for atoms 1 to 5: -0.805, 0.314, -0.797, -0.402, -1.065

---

# 4
The following is a DFT calculation (ωB97M-V/def2-TZVPD) of a 2-piece molecular cluster, C4H7ClOS overall.

Geometry as XYZ:
```
14
C4H7ClOS, DFT ωB97M-V/def2-TZVPD
Cl 1.59783 -2.41157 -0.06310
S -0.17351 -1.43106 -0.36839
C 0.30556 0.29251 -0.07726
C 1.20150 0.47908 1.04170
C 1.64490 0.82447 -0.30590
H -0.65022 0.85542 -0.24444
H 1.48311 -0.35879 1.55082
H 0.93139 1.23045 1.63726
H 1.80159 1.84083 -0.65403
H 2.45637 0.15345 -0.68839
C -3.07399 -1.85812 0.86111
O -3.01207 -0.67914 1.08069
H -4.05210 -2.34094 0.98658
H -2.11724 -2.34782 0.55171
```

Computed properties:
Energy relative to the best compared isomer or geometry (same formula, charge and spin) in kcal per mole: 59.1
Multiplicity: 1
HOMO energy in eV: -8.72
SMILES: ClSC1CC1.C=O

Atom charges from the Mulliken analysis, given in e for atoms 1 to 5: -0.220, -0.069, 0.194, -0.855, -0.386

---

# 5
The following is a DFT calculation (ωB97M-V/def2-TZVPD) of C11H16ClMnO2P as an isolated structure.

Geometry as XYZ:
```
32
C11H16ClMnO2P, DFT ωB97M-V/def2-TZVPD
Cl -1.44538 2.97025 -1.66801
C -0.69006 -1.27444 -1.38091
C 0.72438 -1.42708 -1.14964
C 1.41623 -0.38364 -1.87261
H 1.22063 -2.23481 -0.63034
C 0.42655 0.37407 -2.61369
C -0.87406 -0.14196 -2.24669
H -1.80338 0.18716 -2.71100
H -1.47550 -1.93789 -1.03141
H 2.49506 -0.25487 -1.97557
C 0.74109 1.37577 -3.67271
Mn 0.13269 0.49351 -0.55178
C 1.46523 1.50569 0.19410
O 2.43109 1.95578 0.68467
C -1.15056 1.91118 -0.26336
O -1.68654 2.11503 0.81419
H 1.72428 1.82868 -3.51714
H 0.02539 2.18594 -3.72879
H 0.77411 0.90276 -4.66189
C -0.25955 0.50184 3.37279
P -0.18748 -0.26465 1.69959
C 1.04289 -1.58499 2.10445
C -1.78647 -1.18524 1.75774
H 0.69675 0.97580 3.62553
H -0.46647 -0.28451 4.12032
H -1.05834 1.25089 3.41809
H 0.73997 -2.08494 3.03512
H 1.10655 -2.31416 1.29041
H 2.02834 -1.10488 2.24482
H -1.84328 -1.74487 2.70093
H -2.60355 -0.44422 1.70804
H -1.86063 -1.86719 0.90476
```

Computed properties:
Energy relative to the best compared isomer or geometry (same formula, charge and spin) in kcal per mole: 18.7
Total charge: +2
Multiplicity: 4
⟨S²⟩: 3.89
HOMO energy (spin up / spin down) in eV: -17.24 / -17.40

Atom charges from the Mulliken analysis, given in e for atoms 1 to 5: -0.083, -0.445, -0.548, -1.020, 0.863

---

# 6
The following is a DFT calculation (ωB97M-V/def2-TZVPD) of C29H44AuBrN2O3SSbSi3 as an isolated structure.

Geometry as XYZ:
```
85
C29H44AuBrN2O3SSbSi3, DFT ωB97M-V/def2-TZVPD
Au 1.13543 1.34912 -0.40804
Br -1.80828 2.69691 6.27626
C -0.73865 2.07104 4.83103
C 0.34668 1.25450 5.09653
C 1.12547 0.80190 4.05659
C 0.85483 1.17834 2.72474
C -0.26609 1.99998 2.49774
C -1.05365 2.44317 3.53272
N 1.57644 0.75211 1.65598
C 2.72774 0.08225 1.74666
C 3.31647 -0.49323 0.61192
C 4.56532 -1.15981 0.64500
C 5.09851 -1.64040 -0.52234
C 4.39947 -1.46766 -1.72334
C 3.17497 -0.82507 -1.67876
N 2.64180 -0.37680 -0.56295
H 0.58180 0.97386 6.11217
H 1.94210 0.13383 4.28364
H -0.48428 2.29387 1.48067
H -1.90094 3.08410 3.33691
H 3.25302 -0.00306 2.69244
H 5.08793 -1.26912 1.58397
H 6.05503 -2.14630 -0.51805
H 4.80876 -1.81658 -2.65708
H 2.59400 -0.63763 -2.57352
C 0.49744 -3.44886 1.71261
Si -1.28983 -2.76206 1.60134
C -2.45193 -4.29718 1.75376
C -1.56256 -1.81434 3.24767
Sb -1.04847 -0.92519 -0.22801
Si -3.57736 -0.41311 -0.37484
C -4.89289 -1.76132 0.06479
C -4.13805 0.27521 -2.07270
C -3.86884 0.97703 0.92278
Si -1.07949 -2.55790 -2.22756
C -2.19576 -4.12051 -1.99009
C -1.61120 -1.81709 -3.90048
C 0.68845 -3.26768 -2.45834
H 0.73029 -3.90213 2.67084
H 1.19893 -2.63413 1.55255
H 0.68213 -4.18923 0.94073
H -2.22644 -4.88081 2.64284
H -2.36004 -4.95544 0.89690
H -3.49225 -3.99386 1.81517
H -1.58046 -2.46906 4.11447
H -2.49674 -1.26109 3.23314
H -0.76564 -1.09172 3.39163
H -4.76282 -2.66616 -0.51998
H -5.89741 -1.39300 -0.12334
H -4.83488 -2.03843 1.11191
H -4.50965 -0.51182 -2.72200
H -3.29021 0.73894 -2.56509
H -4.92197 1.02117 -1.97293
H -3.51644 0.66523 1.90289
H -4.91616 1.25170 1.01788
H -3.31131 1.86707 0.64533
H -3.17953 -3.86427 -1.61206
H -1.74613 -4.81485 -1.28911
H -2.33041 -4.64572 -2.93071
H -2.68401 -1.66873 -3.97049
H -1.29708 -2.44143 -4.73254
H -1.12967 -0.85485 -4.02355
H 1.11794 -3.60731 -1.51864
H 1.33638 -2.49383 -2.85530
H 0.70483 -4.10311 -3.15376
C -0.27809 2.94903 -3.73275
S 0.32939 1.30829 -3.27867
O 1.61753 1.56019 -2.60424
O 0.49311 0.54863 -4.49567
O -0.67044 0.75801 -2.35890
H 0.49181 3.43632 -4.31634
H -0.45668 3.45587 -2.79657
H -1.18446 2.82783 -4.30758
C 0.77701 3.30053 -0.36805
C 1.92056 4.06633 -0.27922
C 2.00237 5.28700 -1.01266
C 3.12533 6.07348 -0.96142
C 4.21131 5.72023 -0.16674
C 4.14401 4.55186 0.58769
C 3.03924 3.74267 0.54395
H 1.16788 5.55706 -1.64235
H 3.17307 6.97968 -1.55177
H 5.09709 6.34021 -0.13336
H 4.98702 4.28145 1.21204
H 2.98834 2.84593 1.14403
```

Computed properties:
Energy relative to the best compared isomer or geometry (same formula, charge and spin) in kcal per mole: 35.8
Total charge: -1
Multiplicity: 3
⟨S²⟩: 2.33
HOMO energy (spin up / spin down) in eV: -3.52 / -4.79

Atom charges from the Mulliken analysis, given in e for atoms 1 to 5: 2.230, -0.260, -0.073, -0.658, -0.425

---

What did the third record say?
The following is a DFT calculation (ωB97M-V/def2-TZVPD) of a 4-piece molecular cluster, C5H17NO2 overall.

Geometry as XYZ:
```
25
C5H17NO2, DFT ωB97M-V/def2-TZVPD
C 0.48764 0.59776 1.51653
C -0.07781 -0.08428 0.26164
C -1.56935 0.13127 0.20171
C -2.20803 -0.83919 -0.82696
C -2.06540 -2.29025 -0.44099
N 0.52130 0.26747 -1.01654
H -0.06710 0.40554 2.46048
H 1.61222 0.45877 1.54196
H 0.42153 1.69003 1.31258
H 0.18646 -1.18034 0.44699
H -1.99918 -0.10777 1.29842
H -1.79731 1.19294 -0.00354
H -3.26619 -0.57443 -0.93908
H -1.69262 -0.64105 -1.75826
H -2.71481 -2.68500 0.34681
H -2.02026 -2.90046 -1.35101
H -1.16116 -2.41909 0.16345
H 0.37046 1.26433 -1.24960
H 1.56809 0.38391 -0.77817
H 2.29630 2.78322 -1.62204
H 2.44294 2.05751 -0.32812
O 1.95100 2.83056 -0.72917
H 3.70371 0.54774 0.85978
H 1.97137 -1.22645 0.46219
O 3.10623 0.33724 0.17092
```

Computed properties:
Energy relative to the best compared isomer or geometry (same formula, charge and spin) in kcal per mole: 147.7
Multiplicity: 1
HOMO energy in eV: -9.32

Atom charges from the Mulliken analysis, given in e for atoms 1 to 5: -0.805, 0.314, -0.797, -0.402, -1.065

---

Which formula does entry 3 have?
C5H17NO2